ORCA calculation (ωB97M-V with the def2-TZVPD basis set) on a cluster of 2 separate species, CH3Cl2N in total.

```
! wB97M-V def2-TZVPD RIJCOSX def2/J DEFGRID3
* xyz 0 1
C -0.36387 1.12851 0.75135
N 2.97210 0.50059 -0.75818
Cl 0.57636 0.79744 -0.55583
Cl 3.84708 -0.27147 0.42649
H -1.01064 0.28402 1.18047
H -0.14788 1.97784 1.32185
H 2.87275 -0.12144 -1.46130
*
```

Calculated values
LUMO energy (spin up / spin down) = -0.690 / -0.008 eV
highest occupied orbital energy (spin up / spin down) = -8.25 / -9.54 eV
gap between HOMO and LUMO (spin up / spin down) = 7.5558 / 9.5345 eV
energy above the lowest of the compared OMol25 structures with the same formula, charge and spin = 3.478 eV

***

ORCA calculation (ωB97M-V with the def2-TZVPD basis set) on the molecule CH3Cl2O2PS.

```
! wB97M-V def2-TZVPD RIJCOSX def2/J DEFGRID3
* xyz 0 1
C 1.49440 -0.73114 -0.29996
O -1.01769 -1.21973 -1.16138
O -0.52858 -0.61254 1.23579
P -1.33290 1.92585 -0.36501
S -0.27446 -0.46000 -0.18209
Cl -0.77332 2.43682 1.51063
Cl -3.11517 1.04694 -0.01061
H 1.94279 -0.76075 0.70251
H 1.58458 -1.74342 -0.59785
H 2.02036 0.11797 -0.83203
*
```

Calculated values
LUMO energy = -1.026 eV
highest occupied orbital energy = -9.10 eV
SMILES string = CS(=O)(=O)P(Cl)Cl
gap between HOMO and LUMO = 8.0716 eV
energy above the lowest of the compared OMol25 structures with the same formula, charge and spin = 1.647 eV

***

ORCA calculation (ωB97M-V with the def2-TZVPD basis set) on a cluster of 2 separate species, CH3Cl2OP in total.

```
! wB97M-V def2-TZVPD RIJCOSX def2/J DEFGRID3
* xyz 0 1
C 0.40832 -0.90701 -0.46086
O 0.49845 0.43363 -0.18843
P -0.27928 1.13910 1.16737
Cl 1.80237 -1.34485 -1.42790
Cl 0.32345 -1.85576 0.96976
H -1.45568 -1.16554 -1.12927
H -1.46941 1.29787 0.45407
H 0.17178 2.40255 0.61527
*
```

Calculated values
LUMO energy (spin up / spin down) = -0.722 / -0.799 eV
highest occupied orbital energy (spin up / spin down) = -9.31 / -9.71 eV
gap between HOMO and LUMO (spin up / spin down) = 8.5914 / 8.9128 eV
energy above the lowest of the compared OMol25 structures with the same formula, charge and spin = 6.497 eV

***

ORCA calculation (ωB97M-V with the def2-TZVPD basis set) on the molecule CH3Cl2OPS.

```
! wB97M-V def2-TZVPD RIJCOSX def2/J DEFGRID3
* xyz 0 1
C -0.93506 -0.81171 0.67277
O 1.41547 0.61437 -1.77582
P 0.79697 -0.32736 1.12168
S 0.43131 1.33113 -0.85295
Cl -2.10021 0.37456 1.41497
Cl 1.67423 -1.47187 -0.24221
H -1.18263 -1.75971 1.12849
H -0.95771 -0.78623 -0.32532
H 0.85764 2.83682 -1.14162
*
```

Calculated values
LUMO energy (spin up / spin down) = -1.310 / -1.310 eV
highest occupied orbital energy (spin up / spin down) = -8.57 / -8.57 eV
SMILES string = O=[SH]#P(Cl)CCl
gap between HOMO and LUMO (spin up / spin down) = 7.2603 / 7.2560 eV
energy above the lowest of the compared OMol25 structures with the same formula, charge and spin = 5.231 eV

***

ORCA calculation (ωB97M-V with the def2-TZVPD basis set) on a cluster of 2 separate species, CH3Cl2OPS in total.

```
! wB97M-V def2-TZVPD RIJCOSX def2/J DEFGRID3
* xyz 0 1
C -0.81102 0.11095 -0.80586
O 2.09242 1.29891 0.36894
P 1.52841 -1.56418 0.52739
S 2.32031 0.18369 -0.52845
Cl -2.12991 -0.91492 -0.75012
Cl 4.38759 -0.29709 -0.41132
H -0.35815 0.27991 -1.76753
H -0.72538 0.85573 -0.03501
H 1.37737 -0.81339 1.69539
*
```

Calculated values
LUMO energy (spin up / spin down) = -1.995 / -0.918 eV
highest occupied orbital energy (spin up / spin down) = -9.01 / -9.30 eV
gap between HOMO and LUMO (spin up / spin down) = 7.0103 / 8.3800 eV
energy above the lowest of the compared OMol25 structures with the same formula, charge and spin = 6.343 eV

***

ORCA calculation (ωB97M-V with the def2-TZVPD basis set) on the molecule CH3Cl2OPS.

```
! wB97M-V def2-TZVPD RIJCOSX def2/J DEFGRID3
* xyz 0 1
C -2.01647 -0.51696 1.36401
O 1.47482 1.24475 -1.97475
P 0.93978 0.66237 -0.44491
S 0.61929 -1.36515 -0.85281
Cl -1.74170 -1.27396 -0.01841
Cl 2.53171 0.75108 0.64653
H -2.26887 0.54846 1.48047
H -1.71264 -0.93649 2.35599
H 2.17408 0.88591 -2.55612
*
```

Calculated values
LUMO energy (spin up / spin down) = -1.670 / -0.836 eV
highest occupied orbital energy (spin up / spin down) = -8.79 / -8.82 eV
gap between HOMO and LUMO (spin up / spin down) = 7.1205 / 7.9869 eV
energy above the lowest of the compared OMol25 structures with the same formula, charge and spin = 4.653 eV

***

ORCA calculation (ωB97M-V with the def2-TZVPD basis set) on a cluster of 2 separate species, CH3Cl2P in total.

```
! wB97M-V def2-TZVPD RIJCOSX def2/J DEFGRID3
* xyz 0 1
C 1.05757 -0.89994 -0.07469
P 1.89202 0.43077 -0.61507
Cl 0.03326 -1.07540 1.33075
Cl -2.74941 1.41213 0.02785
H -3.32771 0.77247 -0.85470
H 1.19790 -1.92579 -0.33185
H 1.89637 1.28575 0.51771
*
```

Calculated values
LUMO energy = -0.350 eV
highest occupied orbital energy = -9.39 eV
SMILES string = [H]/P=C\Cl.Cl
gap between HOMO and LUMO = 9.0426 eV
energy above the lowest of the compared OMol25 structures with the same formula, charge and spin = 2.946 eV

***

ORCA calculation (ωB97M-V with the def2-TZVPD basis set) on a structure of composition CH3Cl2PS.

```
! wB97M-V def2-TZVPD RIJCOSX def2/J DEFGRID3
* xyz 0 1
C -0.59539 -0.09066 -0.38907
P -0.81318 -3.17376 -0.36146
S -1.43689 -1.46143 0.52461
Cl -2.08199 -4.40221 0.46420
Cl -2.15577 -2.31352 -2.55987
H 0.44207 -0.26355 -0.25412
H -0.98418 0.69940 0.08050
H -0.96448 -0.26361 -1.48169
*
```

Calculated values
LUMO energy = -1.541 eV
highest occupied orbital energy = -9.36 eV
gap between HOMO and LUMO = 7.8238 eV
energy above the lowest of the compared OMol25 structures with the same formula, charge and spin = 1.768 eV

***

ORCA calculation (ωB97M-V with the def2-TZVPD basis set) on the molecule CH3Cl3SSi.

```
! wB97M-V def2-TZVPD RIJCOSX def2/J DEFGRID3
* xyz 0 1
C 0.70038 0.24743 -0.03781
Si -1.00882 -0.04180 0.45794
S 1.32595 -0.30015 -1.74692
Cl 1.28334 1.99391 0.20463
Cl -0.84688 -0.61282 2.37317
Cl -2.06107 1.61370 0.19036
H 1.26221 -0.47627 0.72170
H -0.88598 -1.25250 -0.34644
H 0.23086 -1.17150 -1.81662
*
```

Calculated values
LUMO energy = 0.216 eV
highest occupied orbital energy = -9.52 eV
SMILES string = S[C@@H](Cl)[SiH](Cl)Cl
gap between HOMO and LUMO = 9.7325 eV
energy above the lowest of the compared OMol25 structures with the same formula, charge and spin = 2.659 eV

***

ORCA calculation (ωB97M-V with the def2-TZVPD basis set) on a cluster of 2 separate species, CH3ClFNS in total.

```
! wB97M-V def2-TZVPD RIJCOSX def2/J DEFGRID3
* xyz 0 3
C 0.09764 -0.07037 0.57079
N -0.81237 0.24106 1.45667
F 0.84644 0.98965 0.24243
S 0.12792 -0.63432 -2.59729
Cl 2.15597 -0.70818 -3.13757
H 0.08057 -0.78561 -0.28852
H -0.85570 1.18858 1.81542
H -1.64048 -0.22079 1.93806
*
```

Calculated values
LUMO energy (spin up / spin down) = -0.608 / -2.624 eV
highest occupied orbital energy (spin up / spin down) = -6.09 / -9.46 eV
gap between HOMO and LUMO (spin up / spin down) = 5.4782 / 6.8412 eV
expectation value of S² = 2.006
energy above the lowest of the compared OMol25 structures with the same formula, charge and spin = 0.487 eV

***

ORCA calculation (ωB97M-V with the def2-TZVPD basis set) on a structure of composition CH3ClIN.

```
! wB97M-V def2-TZVPD RIJCOSX def2/J DEFGRID3
* xyz 0 1
C -0.16467 -0.23835 -0.03689
N -1.05291 -1.24506 -0.50432
Cl -2.47127 -1.38310 0.34784
I -1.44731 -1.10909 -3.10240
H 0.59988 -0.31469 -0.72241
H -0.73812 0.78496 0.04819
H 0.09728 -0.63728 0.86924
*
```

Calculated values
LUMO energy (spin up / spin down) = -2.070 / -1.445 eV
highest occupied orbital energy (spin up / spin down) = -9.39 / -9.28 eV
gap between HOMO and LUMO (spin up / spin down) = 7.3156 / 7.8392 eV
energy above the lowest of the compared OMol25 structures with the same formula, charge and spin = 2.600 eV

***

ORCA calculation (ωB97M-V with the def2-TZVPD basis set) on a cluster of 2 separate species, CH3ClN2 in total.

```
! wB97M-V def2-TZVPD RIJCOSX def2/J DEFGRID3
* xyz 0 1
C 1.00499 -0.42704 -0.25862
N -2.53230 0.15208 0.97962
N -2.34767 1.07839 0.41593
Cl 0.59430 1.30014 -0.02520
H 1.94233 -0.59665 0.25917
H 1.19345 -0.52232 -1.32794
H 0.14490 -0.98461 -0.04296
*
```

Calculated values
LUMO energy = 1.098 eV
highest occupied orbital energy = -10.75 eV
SMILES string = CCl.N#N
gap between HOMO and LUMO = 11.8466 eV
energy above the lowest of the compared OMol25 structures with the same formula, charge and spin = 0.000 eV

***

ORCA calculation (ωB97M-V with the def2-TZVPD basis set) on the molecule CH3ClN2O2.

```
! wB97M-V def2-TZVPD RIJCOSX def2/J DEFGRID3
* xyz 0 1
C -0.38642 -0.86989 -0.48919
N 0.37998 0.98623 0.83983
N 0.53934 0.19116 -0.14675
O 0.90092 2.02533 1.14641
O 1.62719 0.26177 -1.12583
Cl -2.05813 -0.68686 0.29760
H -0.49015 -0.74546 -1.48841
H 0.05405 -1.78996 -0.36040
H -0.56677 0.62768 1.32675
*
```

Calculated values
LUMO energy (spin up / spin down) = -0.150 / -0.151 eV
highest occupied orbital energy (spin up / spin down) = -9.32 / -9.32 eV
gap between HOMO and LUMO (spin up / spin down) = 9.1680 / 9.1648 eV
energy above the lowest of the compared OMol25 structures with the same formula, charge and spin = 3.859 eV

***

ORCA calculation (ωB97M-V with the def2-TZVPD basis set) on a cluster of 2 separate species, CH3ClN2O2 in total.

```
! wB97M-V def2-TZVPD RIJCOSX def2/J DEFGRID3
* xyz 0 1
C -1.98219 0.24222 -0.35727
N 2.43635 0.79922 0.46470
N -0.74428 0.38368 -0.06591
O 0.04278 -0.71728 0.19034
O 2.67846 1.06324 -0.63147
Cl 3.01025 -0.83587 0.98412
H -2.58748 -0.58180 -0.24019
H -2.38991 1.23675 -0.48727
H -0.46400 -1.59017 0.14295
*
```

Calculated values
LUMO energy = -0.427 eV
highest occupied orbital energy = -10.22 eV
SMILES string = O=NCl.C=NO
gap between HOMO and LUMO = 9.7944 eV
energy above the lowest of the compared OMol25 structures with the same formula, charge and spin = 2.734 eV

***

ORCA calculation (ωB97M-V with the def2-TZVPD basis set) on a structure of composition CH3ClNO.

```
! wB97M-V def2-TZVPD RIJCOSX def2/J DEFGRID3
* xyz -1 1
C 0.96415 -1.46784 -0.25578
N 2.34678 -1.84506 -0.32752
O 1.46028 -1.75476 0.87879
Cl 3.94238 0.87198 -0.19075
H 0.42773 1.14168 1.06128
H 1.22431 1.02829 0.97497
H 3.03212 -1.02704 -0.39513
*
```

Calculated values
LUMO energy = 4.431 eV
highest occupied orbital energy = -4.48 eV
gap between HOMO and LUMO = 8.9147 eV
energy above the lowest of the compared OMol25 structures with the same formula, charge and spin = 5.859 eV

***

ORCA calculation (ωB97M-V with the def2-TZVPD basis set) on the ion CH3ClNO2S with charge -1.

```
! wB97M-V def2-TZVPD RIJCOSX def2/J DEFGRID3
* xyz -1 1
C -0.81957 0.17586 -0.06933
N 0.35900 -0.25005 0.47674
O 2.58110 -1.20525 0.36842
O -2.02919 -0.30083 0.53396
S 1.56060 -0.66400 -0.48624
Cl 2.54020 1.27421 -1.05103
H -0.94518 1.32943 -0.11931
H -0.93059 -0.30950 -1.09320
H -2.31638 -0.04986 1.43999
*
```

Calculated values
LUMO energy = 3.820 eV
highest occupied orbital energy = -4.08 eV
gap between HOMO and LUMO = 7.9036 eV
energy above the lowest of the compared OMol25 structures with the same formula, charge and spin = 0.908 eV

***

ORCA calculation (ωB97M-V with the def2-TZVPD basis set) on the ion CH3ClO2PS with charge -1.

```
! wB97M-V def2-TZVPD RIJCOSX def2/J DEFGRID3
* xyz -1 1
C 0.34637 -0.03984 0.60314
O 4.11657 -0.86507 -1.04874
O 1.86548 1.34054 -1.49269
P 2.87250 -0.17821 -0.59453
S 1.30762 -1.47694 0.02751
Cl 3.39090 0.74132 1.19603
H -0.61499 0.01081 0.16929
H 1.01392 0.57595 0.08891
H 0.21078 0.03982 1.61836
*
```

Calculated values
LUMO energy = 3.296 eV
highest occupied orbital energy = -4.60 eV
SMILES string = CS[P@@](=O)([O-])Cl
gap between HOMO and LUMO = 7.8927 eV
energy above the lowest of the compared OMol25 structures with the same formula, charge and spin = 3.568 eV

***

ORCA calculation (ωB97M-V with the def2-TZVPD basis set) on a cluster of 2 separate species, CH3ClS2 in total.

```
! wB97M-V def2-TZVPD RIJCOSX def2/J DEFGRID3
* xyz 0 1
C -1.17575 0.71560 -0.78008
S -1.59247 0.61556 0.93677
S 0.30664 0.46095 -1.39444
Cl 2.59455 -1.84340 -0.04225
H -2.05355 0.94593 -1.32572
H -0.31436 0.85831 1.42960
H 2.23494 -1.75296 1.17611
*
```

Calculated values
LUMO energy = -0.484 eV
highest occupied orbital energy = -8.89 eV
SMILES string = S=CS.Cl
gap between HOMO and LUMO = 8.4096 eV
energy above the lowest of the compared OMol25 structures with the same formula, charge and spin = 0.972 eV

***

ORCA calculation (ωB97M-V with the def2-TZVPD basis set) on a structure of composition CH3CoFO.

```
! wB97M-V def2-TZVPD RIJCOSX def2/J DEFGRID3
* xyz 0 4
F -0.04396 -0.50101 -0.59958
O -3.19392 0.83630 -0.15382
Co -1.81107 -0.00467 -0.73426
C 1.07800 -0.13884 0.24555
H 1.97566 -0.33528 -0.34517
H 0.96139 0.92592 0.45845
H 1.03391 -0.78240 1.12883
*
```

Calculated values
LUMO energy (spin up / spin down) = 0.084 / -0.595 eV
highest occupied orbital energy (spin up / spin down) = -8.32 / -8.08 eV
gap between HOMO and LUMO (spin up / spin down) = 8.4038 / 7.4822 eV
expectation value of S² = 3.773

***

ORCA calculation (ωB97M-V with the def2-TZVPD basis set) on a cluster of 2 separate species, CH3F2N in total.

```
! wB97M-V def2-TZVPD RIJCOSX def2/J DEFGRID3
* xyz 0 1
C -0.72556 0.15328 -0.25825
N -0.11759 -0.14511 0.77633
F 2.20532 -0.18023 -0.63869
F -2.04231 0.36727 -0.36531
H -0.21829 0.27198 -1.21145
H -0.68398 -0.23303 1.61639
H 1.58241 -0.23416 0.08098
*
```

Calculated values
LUMO energy = 0.926 eV
highest occupied orbital energy = -12.35 eV
SMILES string = [H]/N=C\F.F
gap between HOMO and LUMO = 13.2805 eV
energy above the lowest of the compared OMol25 structures with the same formula, charge and spin = 0.000 eV